Record 1
61
Properties=species:S:1:pos:R:3:forces:R:3:nbo_charge:R:1 method="wB97M-V/def2-TZVPD" max_force_ev_per_a=4.17 homo_ev=-4.8 energy_ha=-2215.9316 molar_mass_g_mol=544.1 lumo_ev=2.570 total_charge=-1 orbital_gap_ev=7.322
H 5.9019 0.5609 -5.3707 0.0 0.0 0.0 0.177
N -3.0500 -3.0384 6.0698 0.3 0.1 -0.2 -0.843
H -2.8030 -4.4392 3.8957 -0.1 0.0 0.1 0.179
H -1.8867 -1.7935 1.7845 0.1 0.2 -0.1 0.214
C 5.3212 0.1426 -4.5498 0.0 0.2 0.2 -0.251
H -1.0997 -3.2650 5.3599 0.1 0.1 0.0 0.175
O 0.0170 0.6516 1.9368 -0.2 0.0 0.1 -0.742
H -2.1171 2.3697 -1.6228 0.1 -0.2 -0.5 0.202
H 0.4753 1.0753 -1.4915 0.1 0.0 0.0 0.180
H -1.0444 -2.8820 0.7135 0.1 0.1 -0.1 0.219
C 0.4043 1.3412 -0.4308 -0.5 -0.2 0.2 -0.705
I 1.6612 2.4364 3.9313 -0.2 -0.1 0.2 -0.234
O 2.8655 -0.5425 -2.9802 -1.8 -0.2 -0.4 -0.791
C 1.1726 0.0562 -5.9130 0.0 0.1 -0.1 -0.264
H -1.4081 -4.5221 2.1648 0.3 -0.1 0.0 0.197
H -3.6727 -3.7765 5.7716 -0.2 0.1 0.1 0.345
H 5.4544 0.7668 -3.6644 0.0 0.0 0.0 0.178
H -3.1675 -2.8773 3.1466 -0.2 0.0 0.2 0.199
H 2.0215 -0.8717 -1.1211 0.0 0.1 -0.1 0.251
H -0.5797 2.7982 -2.4657 0.0 0.1 -0.1 0.189
C -1.2087 2.9783 -1.5935 -0.4 0.4 1.0 -0.415
H -0.8372 5.0449 -1.2462 -0.1 0.2 -0.1 0.166
C -1.6934 4.4276 -1.5371 0.7 -0.5 0.0 -0.052
C 0.1926 -0.4357 2.7783 -0.3 0.1 0.1 -0.231
O 0.5529 -1.1162 0.5606 0.0 0.2 -0.1 -0.745
H 3.2838 -2.0284 -1.5853 0.0 0.0 -0.2 0.186
C -1.1988 -3.6128 2.7304 -0.8 0.2 -0.1 -0.401
C -3.9400 5.0218 -0.9655 -0.1 0.1 0.5 -0.237
H -0.2969 -3.7883 3.3204 0.1 0.0 -0.1 0.195
H -4.0962 6.0588 -0.6456 0.0 0.1 -0.1 0.158
C -2.0327 -2.8109 5.0206 -0.5 -0.2 0.3 -0.219
H 1.4016 1.5882 -0.0553 0.1 -0.1 -0.2 0.206
P 3.0248 -1.0881 -4.4584 4.0 0.0 -1.2 2.537
H -3.5806 -2.1955 6.2303 -0.2 -0.1 0.0 0.353
O 3.7059 -2.3911 -4.4583 -0.6 -0.2 0.1 -1.114
O -2.6868 4.5571 -0.5303 -0.2 0.1 -0.4 -0.548
H 0.5708 -0.1399 -6.7967 0.0 -0.1 0.0 0.190
H 1.1331 -2.3596 1.9704 -0.1 -0.1 0.8 0.177
H 5.6729 -0.8676 -4.3406 0.0 0.0 0.0 0.201
H -4.0709 4.9666 -2.0477 0.0 -0.1 -0.1 0.161
H 1.8293 0.0884 5.8199 0.0 -0.2 0.2 0.493
B -0.1944 0.1586 0.5005 0.2 0.5 0.7 0.643
H 0.0737 3.4278 0.1198 0.0 0.1 -0.2 0.182
C -0.5008 2.5894 -0.2843 0.2 -0.3 -0.4 -0.384
H -1.4284 0.0339 0.4031 0.0 -0.2 -0.5 -0.162
P 1.7674 -0.0321 3.6657 0.6 -0.6 -0.4 0.956
H -1.8829 -1.7359 4.9355 0.2 0.0 -0.1 0.194
C 0.2841 -1.6801 1.8396 0.3 0.3 -1.7 0.073
C -2.4038 -3.4412 3.6846 0.7 -0.2 -0.2 -0.403
H -0.6411 -0.5905 3.4822 0.1 0.2 0.1 0.161
H -4.7122 4.4235 -0.4786 -0.1 -0.1 -0.1 0.178
O 2.0803 -1.0496 -5.7559 -1.5 0.4 1.7 -0.770
C -1.0263 -2.4566 1.7143 0.1 -0.7 0.9 -0.425
H 1.7260 0.9850 -6.0559 0.0 0.0 0.0 0.192
C 2.4275 -1.4584 -1.9387 -0.1 0.1 0.3 -0.263
O 1.4553 -0.5649 5.2153 -0.2 0.4 -0.1 -1.012
O 3.9542 0.1437 -4.9453 0.0 -0.2 -0.3 -0.836
H -1.2919 2.3932 0.4388 0.1 0.0 0.2 0.215
H 0.5111 0.1510 -5.0515 0.0 0.0 0.0 0.190
H -2.0473 4.7491 -2.5213 -0.2 0.2 0.1 0.152
H 1.6579 -2.1343 -2.3032 0.0 0.0 0.0 0.182


Record 2
195
Properties=species:S:1:pos:R:3:forces:R:3:mulliken_charge:R:1 method="wB97M-V/def2-TZVPD" max_force_ev_per_a=9.37 homo_ev=-18.4 energy_ha=-4283.6024 relative_energy_kj_mol=109.2 molar_mass_g_mol=1133.7 lumo_ev=-9.368 total_charge=+5 orbital_gap_ev=9.032
H 6.7417 0.5009 -3.3273 -0.2 -0.1 0.2 0.461
H 5.5297 -0.8130 -1.9794 -0.3 0.0 -0.1 0.646
H 8.2745 1.6972 -4.9363 -0.1 -0.3 0.0 0.354
C -4.3646 3.4838 3.8543 1.2 2.5 -0.1 -0.898
H -2.4402 0.0041 -8.1299 0.5 -1.0 -0.7 0.450
H -3.8189 -5.4741 -0.1071 0.1 -0.2 -0.2 0.444
C -0.3429 -2.7132 -5.4227 1.9 1.3 -0.3 -0.611
H 3.7397 1.4664 -4.3729 0.1 -0.3 -0.2 0.579
C -2.2825 -5.5016 2.9294 -0.8 -1.1 0.8 -1.024
C -1.2724 -5.8313 0.6319 0.3 0.8 0.2 -1.410
C 0.0828 -5.6029 1.3564 -1.5 0.3 -2.7 1.578
H 0.2667 7.3294 -3.0498 0.3 -0.3 -0.3 0.494
H -5.0278 5.9804 -5.6968 -0.2 0.0 0.9 0.380
H -1.3343 -5.2818 -0.3074 0.5 0.0 -0.1 0.767
F -0.4829 -0.1333 -0.7056 1.2 0.5 0.6 -0.201
H 0.2522 -2.7288 -4.5096 -0.4 -0.6 0.4 0.211
C 3.2784 -4.5958 -2.6050 -1.1 0.3 2.2 0.277
C 1.2671 -1.1090 9.2380 -0.7 -0.5 -0.6 -0.093
C -2.8244 1.5685 3.9265 -0.8 -0.5 -1.4 -1.225
C 1.6355 -1.1043 4.0956 -2.7 0.9 -0.6 1.360
F 1.0764 1.0003 0.4425 -0.4 -1.3 -2.0 -0.278
C -2.8290 0.1202 1.7109 -0.9 -0.4 1.3 -0.567
H -2.5696 -6.5517 2.9842 -0.2 -0.1 0.2 0.500
H -0.7144 -4.2817 3.5814 0.3 0.4 0.1 -0.508
H -2.8482 1.2262 -6.2690 0.0 -0.1 0.7 0.435
H -1.3388 7.6247 -0.6170 -0.4 0.4 -0.1 0.446
H -1.3797 -2.4648 -5.1960 0.1 -0.3 -0.3 0.428
C -2.0428 6.2443 -3.7992 -0.8 1.6 1.7 -0.596
H 0.1433 -0.0169 5.3059 -0.1 -0.4 0.0 0.224
H -0.0407 -0.0895 7.6770 -0.2 -0.3 0.4 0.427
H -5.9691 5.1618 5.6260 0.6 0.7 -0.8 0.370
C 7.7666 2.6250 -4.6733 1.5 -0.7 0.4 -1.366
H -3.0056 7.4252 -1.4721 0.2 -0.1 0.7 0.397
H -5.2067 2.7939 3.9101 0.3 0.0 0.6 0.393
H -0.4040 -0.1107 10.3183 0.0 0.0 -0.4 0.338
H 1.0513 -4.0972 -6.2806 0.0 0.1 0.0 0.327
H -1.4626 3.0114 -1.2519 0.8 -0.5 0.3 -0.585
H -0.1206 -7.1189 2.8271 0.2 -0.2 -0.1 0.389
C 3.9608 0.6278 -3.7126 0.4 -0.3 0.9 -1.000
H 0.5093 6.6595 -1.4519 0.3 -0.2 0.0 0.476
H 0.4939 -0.6035 -4.1382 0.3 0.2 0.0 -0.063
H -7.1089 -6.2740 1.7721 0.2 -0.2 0.4 0.382
C 0.1573 6.4220 -2.4558 -1.6 -1.1 0.2 -0.798
H 0.8070 -1.6957 3.7057 -0.1 -0.3 0.0 -0.640
C 5.3701 0.3098 -0.1048 0.4 -0.3 -0.7 -1.019
H 2.5075 -2.7318 7.5652 -0.1 0.0 -0.1 0.526
H -4.6342 4.2522 3.1297 -0.6 0.3 0.2 0.577
H 1.0700 -5.8857 3.1739 0.2 -0.2 0.0 0.453
C -1.0573 3.7347 -1.9595 0.8 0.9 0.7 0.695
C -5.0384 -5.5119 1.6348 0.1 -0.6 1.1 -0.450
H 3.8731 -0.4457 -1.3460 -0.1 0.0 -0.8 -0.180
F 3.3386 -5.9724 -2.4265 -0.1 3.2 -0.9 -0.170
H 3.1164 -2.4692 3.3106 -0.7 -0.3 0.0 0.350
H 0.8487 -2.1145 9.2829 0.4 -0.3 0.1 0.331
N 0.3008 -1.4175 -6.0520 -0.2 0.6 -2.9 0.332
H -3.7100 -0.4751 1.9504 -0.3 0.0 0.2 0.475
C -4.0537 6.3436 -5.3695 0.9 0.0 -0.3 -1.402
H -3.3513 3.4530 5.7334 0.1 0.3 0.4 0.215
H 0.3276 -3.0256 5.5208 0.2 0.2 0.0 0.340
H 0.1230 -0.4472 -8.0261 0.1 0.5 0.5 0.508
H -1.5984 -5.5252 -5.9465 0.0 0.3 -0.7 0.416
H -6.3851 -6.1907 0.2449 -0.1 -1.2 -0.5 0.362
H 2.0972 -2.2544 -7.1579 -0.7 -0.1 0.0 0.396
H -2.6697 4.8336 -1.1427 -0.3 0.8 -0.3 0.512
H -5.8845 -7.5634 1.4436 -0.2 0.1 -0.4 0.355
H -3.3203 -3.4083 1.8131 0.0 0.6 -0.4 0.531
H 8.2430 2.9285 -3.7411 0.3 0.4 -0.1 0.335
C -0.0297 -3.9603 -6.2500 -0.5 -0.4 0.8 -0.085
H 2.3443 -1.0456 9.3922 0.0 -0.7 -0.2 0.317
H -1.9344 -0.4142 3.6066 0.1 0.3 0.3 0.685
H -1.1874 0.9772 2.7664 0.6 -0.3 0.1 0.040
H 5.8117 2.8802 -0.5915 0.1 0.3 -0.8 0.399
H 0.2152 -4.5296 1.2200 0.7 -0.1 0.4 -1.155
C -3.2511 1.2983 0.8548 0.1 1.1 1.5 0.462
H -0.0126 -6.0846 -5.6458 0.2 0.2 -0.1 0.399
H 0.4860 -3.1481 7.2620 -0.8 0.0 0.1 0.419
H -3.7167 1.0891 4.3291 -0.4 0.5 0.0 0.364
C 1.1673 -0.3873 5.3546 0.7 -1.5 0.5 -1.073
H 5.7659 1.8125 -5.0893 0.4 0.1 -0.6 0.242
C -1.9239 7.5451 -1.5332 0.2 -1.4 -2.0 -0.956
H 0.8147 -6.1345 0.7483 0.2 0.3 0.1 0.733
H -2.6858 -1.1373 -6.7909 0.1 -0.3 -0.3 0.313
H 8.1033 3.2916 -5.4673 -0.9 0.3 0.1 0.383
H -2.5418 4.6846 2.5479 0.9 0.1 -0.2 0.460
H -5.0496 2.1957 1.8497 0.2 -0.7 0.9 0.464
C -2.4103 -3.6711 1.2738 -0.7 -1.4 0.1 -0.746
O 2.7981 -1.3515 0.9116 -0.8 0.1 -1.2 -0.595
H 0.7987 2.8500 -2.6269 0.4 0.3 -0.4 -0.085
C 2.8727 -1.8818 4.1959 2.9 0.7 -0.3 -0.854
C -3.7605 -5.8639 0.9091 0.9 1.2 -0.5 -0.695
C 0.0807 -6.0507 2.7471 0.9 -0.8 1.7 -1.649
H 3.0717 2.2379 -2.0008 -0.1 -0.6 0.5 0.091
N -2.4099 -5.1916 1.4425 0.0 -0.5 0.6 0.692
F 1.4048 0.2293 -1.6977 -0.2 1.5 0.4 0.116
H 6.4586 0.2560 -0.1242 0.3 1.3 0.1 0.526
H -3.1421 5.0219 4.9769 -0.3 0.1 -0.2 0.424
H -3.5508 -6.9321 0.8527 0.0 0.1 0.3 0.449
H -4.8145 -5.5254 2.7014 -0.3 -0.2 0.2 0.353
C -1.8680 0.7508 -6.3047 0.8 -0.3 -0.6 -0.917
O 0.7232 -4.3754 -1.6795 -0.1 0.9 -0.6 -0.563
N 2.1756 -2.3462 -1.4703 -0.6 5.8 2.5 -0.067
H -2.3108 1.6583 0.4371 -0.1 0.6 -0.2 -0.835
H -1.5100 5.5507 -4.4497 0.0 -0.1 0.5 0.385
H 4.0709 -3.0628 5.6334 0.0 0.1 -0.3 0.509
N -3.2555 2.7900 3.0383 -1.5 -1.4 1.1 0.541
H 3.6704 -1.1443 4.1067 0.4 0.2 0.4 0.424
H -5.6102 3.8174 6.4503 0.6 -0.3 0.6 0.388
C 6.2589 1.4488 -3.0898 -0.7 0.4 0.3 -0.949
C -1.6219 5.0599 -1.3400 0.1 -0.9 -2.2 -1.314
S 1.6889 -1.6946 0.0427 -1.0 -0.1 0.8 -0.028
H 1.1994 0.6899 10.2367 -0.5 0.6 -0.2 0.352
H -1.5270 3.3799 -2.8769 -0.2 0.7 -0.3 0.052
H 5.1642 1.9137 1.2875 -0.7 -0.2 0.4 0.554
H -0.7625 -2.0168 6.4503 0.0 -0.2 0.5 0.294
C 4.8760 -0.0627 -1.5347 -0.1 0.5 1.1 -0.308
C -1.2314 0.3282 -5.0285 0.6 -0.5 1.6 -0.347
H -4.0692 3.3333 1.1673 0.5 0.2 0.0 0.482
H -0.3827 -3.9365 -7.2810 -0.1 0.2 0.1 0.229
H 4.3384 3.5963 -0.1551 -0.4 0.0 -0.4 0.492
N 4.7877 1.1213 -2.5814 1.1 -0.1 0.6 0.506
H -2.2119 -0.5724 1.1385 0.4 0.2 0.1 -0.087
H -3.3923 5.8611 -6.0892 0.3 -0.1 0.1 0.362
H -1.5596 -3.1751 1.7412 0.1 -0.5 -0.1 -0.227
H -1.1628 5.2217 -0.3647 0.3 0.4 -0.2 0.424
C 3.0639 -2.6896 5.4472 -1.3 -0.8 1.0 -1.090
C 1.8236 -1.5568 -6.3664 -1.2 -0.3 0.0 -1.146
H 0.9331 0.6327 -5.3588 0.1 -0.5 -0.6 0.575
H -0.8437 -5.6183 4.6528 -0.8 -0.4 -0.1 0.553
C 0.9591 -0.4888 7.8475 0.7 -0.2 -0.3 -0.796
C -3.5866 6.0797 -3.9016 0.3 -1.1 -0.8 -0.216
H 1.0772 3.9361 -1.2645 -0.3 -0.3 0.3 0.284
H -1.8096 7.2661 -4.0988 0.3 -0.1 -0.2 0.468
C 0.2532 -0.1837 -5.1149 -2.6 -1.0 -0.2 -0.279
H -5.3140 -4.4807 1.4141 -0.3 -0.1 -0.2 0.300
S 2.0108 -3.8202 -1.3035 0.4 -9.4 0.1 0.781
H -3.0085 -4.9170 3.4944 -0.2 0.0 -0.4 0.481
C 4.7390 2.6871 -0.6034 0.3 0.1 -0.2 -1.414
H 1.7033 -0.2738 3.3929 0.4 -0.2 -0.4 0.250
H -1.3849 3.5143 3.5181 0.0 1.2 0.2 0.230
H 1.8722 5.3403 -2.8147 0.3 -0.2 -0.9 0.402
H -4.0094 7.4046 -5.6153 -0.1 0.1 0.2 0.376
C -0.5011 -1.1211 -7.4393 -1.0 1.5 0.0 -0.703
H 6.7407 1.8791 -2.2118 0.1 0.0 -0.2 0.590
H -4.7128 5.3315 6.8648 -0.2 -0.2 0.1 0.354
C -2.1263 0.5198 3.0784 0.5 0.4 -2.0 -0.195
C -6.1814 -6.5307 1.2602 0.7 2.2 0.0 -1.260
H -1.6149 3.1382 1.8919 0.0 1.0 -0.6 0.246
F 4.4638 -4.0136 -2.3262 -0.6 -0.9 -0.8 -0.188
H -4.2341 6.6885 -3.2705 0.6 0.1 0.4 0.273
C 6.3331 2.3612 -4.3374 -1.7 -0.5 0.3 -0.033
H 0.5808 4.9421 -4.0794 0.4 0.3 0.0 0.335
H -1.4580 -6.8650 0.3402 -0.4 -0.1 0.8 0.344
C -0.6370 -5.1961 -5.5521 -0.8 -1.0 0.0 -1.378
H 1.6414 0.3565 7.7573 0.0 0.0 -0.3 0.481
H 4.5784 -0.1721 -4.1211 -0.4 0.1 -0.7 0.578
H 5.2222 -0.4603 0.6522 -0.7 -0.7 -0.7 0.346
H -1.8093 8.3289 -2.2819 0.5 0.4 0.6 0.393
C -2.0744 3.7113 2.6972 -1.1 -2.7 0.9 -0.841
H 1.7803 0.5056 5.4770 0.3 -0.3 0.9 0.490
H -1.1651 1.5345 -6.5874 -0.1 0.1 -1.2 0.370
H -2.4340 -3.4847 0.2001 -0.1 0.3 0.2 0.363
H 2.4115 -3.5577 5.3525 0.3 -0.5 -0.1 0.243
N -1.3938 6.2844 -2.2628 -0.1 -0.7 -0.4 -0.092
O 2.5061 -4.4444 -0.0775 0.1 1.6 -0.5 -0.680
H -2.2493 1.9471 4.7715 0.1 0.0 -0.3 0.503
H 2.1394 -0.5701 -6.7052 0.1 -0.1 0.3 0.475
C -0.9305 -5.3499 3.5999 0.2 1.3 -1.3 0.315
H 3.0634 0.2070 -3.2591 0.0 0.0 -0.3 -0.349
H -1.7816 -0.4731 -4.5353 -0.3 0.1 0.2 0.460
H -0.9228 -5.1604 -4.5009 0.7 0.8 0.3 0.212
C 4.6327 1.5386 0.4128 0.7 0.4 -1.4 0.133
H 4.2092 3.1328 -2.8024 0.8 0.3 0.3 0.730
F 2.8345 -4.2178 -3.8184 0.8 -0.8 0.1 -0.101
H 0.9000 -0.4275 11.3853 0.3 -1.2 -0.2 0.387
C -3.9863 2.4057 1.7338 1.2 -0.5 -1.3 -0.984
H 5.7520 3.2709 -4.1863 0.2 0.3 0.2 0.245
O 0.5414 -2.3551 0.6847 1.3 0.9 -1.1 0.358
C 2.5677 -2.0225 6.7397 1.5 0.6 -0.7 -0.794
C -5.0882 4.6933 6.0650 0.2 -0.6 -0.3 -1.362
H 2.2822 -1.9134 -5.4442 0.1 0.3 0.0 0.398
H -3.9161 1.0481 0.0282 0.0 -0.2 0.1 0.564
C 4.1523 2.3794 -2.0168 0.4 -0.4 0.9 -0.471
H 3.5798 1.2765 0.5167 0.0 0.0 0.7 -0.348
H 3.2561 -1.2350 7.0463 0.0 0.1 0.0 0.479
C 0.8501 0.0073 -0.4983 0.4 -1.7 0.4 0.233
H -0.5653 -1.9381 -8.1581 0.2 -0.8 1.0 0.474
H -3.7245 5.0254 -3.6619 -0.6 -0.1 0.1 0.275
C 0.5094 3.8037 -2.1855 -1.7 1.2 0.1 0.447
C -1.9756 -0.4543 -7.2570 2.0 0.7 1.1 -0.744
C 0.8296 5.1072 -3.0311 -0.6 0.2 1.4 -0.750
C 0.6755 -0.2612 10.3317 0.0 1.7 0.5 -1.489
C 0.2306 -2.4659 6.4511 0.1 0.1 -0.3 -0.931
H -1.2042 1.1936 -4.3664 0.0 -0.1 0.4 -0.150
N 1.2487 -1.3870 6.5622 -0.8 2.3 0.9 0.290
C -3.8703 4.2373 5.1823 -1.6 -1.7 -0.7 -0.244